A 4-piece molecular cluster, C24H58BrN3O2 overall at a distorted geometry, computed with ωB97M-V/def2-TZVPD.

XYZ file:
```
88
Properties=species:S:1:pos:R:3:lowdin_spin:R:1
Br -1.91 -1.21 0.99 0.980
C -4.15 -5.50 -0.84 0.000
C -2.78 -4.74 -0.92 0.000
N -2.54 -3.98 -2.23 0.000
C -1.06 -3.49 -2.12 -0.001
C -2.77 -4.85 -3.50 0.000
C -1.81 -6.06 -3.63 0.000
C -3.59 -2.76 -2.32 0.002
C -3.26 -1.72 -3.39 0.000
O -3.49 -2.12 -4.72 0.000
C -3.16 -1.11 -5.59 0.000
H -4.38 -6.24 -1.61 0.000
H -4.90 -4.71 -0.75 0.000
H -4.22 -6.05 0.10 0.000
H -1.99 -5.48 -0.82 0.000
H -2.73 -3.96 -0.16 0.001
H -1.00 -2.97 -1.16 -0.001
H -0.74 -2.93 -2.99 0.000
H -0.43 -4.37 -2.10 0.000
H -2.72 -4.27 -4.42 0.000
H -3.82 -5.15 -3.43 0.000
H -2.28 -6.97 -4.01 0.000
H -1.41 -6.44 -2.69 0.000
H -0.97 -5.83 -4.28 0.000
H -3.64 -2.32 -1.32 0.002
H -4.57 -3.23 -2.43 0.000
H -2.20 -1.50 -3.29 0.000
H -3.91 -0.88 -3.16 0.000
H -3.90 -0.30 -5.58 0.000
H -3.19 -1.35 -6.65 0.000
H -2.12 -0.82 -5.47 0.000
C 3.40 5.17 2.51 0.000
C 2.62 3.83 2.66 0.000
N 1.14 4.05 3.20 0.000
C 0.37 5.00 2.22 0.000
C 0.33 2.76 3.45 0.000
C 0.21 1.87 2.11 0.000
C 1.18 4.91 4.53 0.000
C 1.64 4.24 5.81 0.000
O 0.65 3.37 6.30 0.000
C 1.05 2.56 7.27 0.000
H 4.22 4.91 1.84 0.000
H 3.92 5.46 3.42 0.000
H 2.77 5.97 2.14 0.000
H 3.20 3.24 3.38 0.000
H 2.52 3.29 1.72 0.000
H 0.79 6.00 2.36 0.000
H -0.63 5.01 2.67 0.000
H 0.24 4.59 1.22 0.000
H -0.66 3.11 3.73 0.000
H 0.68 2.13 4.27 0.000
H -0.03 2.52 1.26 0.000
H -0.51 1.05 2.17 0.000
H 1.12 1.30 2.00 0.000
H 0.17 5.24 4.77 0.000
H 1.75 5.80 4.27 0.000
H 1.93 5.04 6.49 0.000
H 2.61 3.77 5.65 0.000
H 0.32 1.78 7.47 0.000
H 1.14 3.03 8.25 0.000
H 1.99 2.08 6.97 0.000
C -1.35 1.02 -2.53 0.006
C -0.04 0.22 -2.53 0.001
C 0.94 0.84 -1.55 0.001
N 2.21 -0.01 -1.22 0.000
C 2.85 -0.52 -2.55 0.000
C 3.30 0.79 -0.44 0.000
C 3.85 -0.26 0.56 0.000
C 2.57 -1.05 0.91 0.000
C 1.85 -1.26 -0.41 -0.001
H -1.96 0.97 -1.63 0.008
H -2.09 0.71 -3.27 0.000
H -1.18 2.08 -2.72 0.000
H 0.48 0.27 -3.48 0.000
H -0.16 -0.82 -2.23 0.001
H 0.61 1.19 -0.57 0.000
H 1.36 1.79 -1.89 0.000
H 2.30 -1.41 -2.86 0.000
H 3.85 -0.87 -2.28 0.000
H 2.82 0.29 -3.28 0.000
H 3.99 1.20 -1.18 0.000
H 2.81 1.58 0.12 0.000
H 4.67 -0.88 0.20 0.000
H 4.19 0.32 1.42 0.000
H 2.77 -1.99 1.43 0.000
H 1.91 -0.43 1.50 0.000
H 2.18 -2.17 -0.90 0.000
H 0.77 -1.36 -0.23 -0.001
```

Results
Net charge: +3
HOMO-LUMO gap (alpha / beta) in Eh: 0.367 / 0.180
LUMO energy (alpha / beta) in eV: -6.53 / -11.64
Multiplicity: 2
Highest occupied orbital energy (alpha / beta) in eV: -16.528 / -16.528